# 1
Formula: C28H26CaN11Se
Source: the Open Molecules 2025 dataset
Level of theory: the ωB97M-V functional and the def2-TZVPD basis

Geometry as XYZ:
```
67
Properties=species:S:1:pos:R:3:forces:R:3
H 2.795 -3.195 -0.069 0.1 0.0 0.0
H 2.048 -0.845 5.460 0.0 -0.1 0.0
H 5.138 -2.326 -0.464 -0.1 -0.1 0.0
N -0.665 -6.944 -3.906 0.0 -0.2 -0.1
C -1.126 -6.428 -2.774 -0.1 0.0 0.1
C -0.524 1.486 5.565 0.1 0.0 0.1
H -5.844 -1.671 0.127 0.0 -0.1 0.0
C 1.746 1.754 4.494 0.0 -0.1 0.1
H 1.968 2.457 -1.780 0.0 0.0 0.0
C -1.384 0.872 -0.973 0.1 0.3 -0.1
H 2.293 -0.974 2.803 0.0 0.0 0.0
C 1.015 -0.515 5.355 0.0 0.4 0.4
C 1.237 -1.149 2.922 -0.3 0.2 0.1
C 3.415 0.322 -1.174 -0.1 0.0 0.0
H 3.627 1.317 -1.542 -0.1 0.0 0.0
N 1.922 -1.378 -0.497 0.5 0.4 -0.2
Ca -0.365 -2.025 -0.318 -0.1 -1.5 0.9
C -2.653 0.157 -0.686 -0.3 -0.1 0.0
H -2.224 4.569 -2.194 0.0 0.0 0.0
C 2.118 -0.119 -0.908 0.3 -0.1 0.0
H -1.620 -7.125 -2.104 0.0 0.1 0.0
N 0.545 -0.964 4.053 0.3 -0.3 -0.3
C -4.923 -1.155 -0.114 0.1 0.1 0.0
C -0.378 -4.220 -3.328 0.0 0.1 0.1
H 2.075 4.337 -2.324 0.0 0.0 0.0
C 1.134 6.151 -2.907 0.0 -0.1 0.0
N -0.809 -1.635 2.597 -0.1 -0.1 0.0
C 2.981 -2.167 -0.360 0.0 0.0 0.0
H 0.309 -6.560 -5.671 0.0 0.0 0.0
C -3.680 -1.735 0.093 0.0 0.0 0.0
H -3.582 -2.737 0.494 -0.1 0.0 0.0
Se -0.180 -2.359 -2.969 0.0 0.0 -0.7
H -1.021 1.294 4.612 0.0 0.0 0.0
N -2.558 -1.083 -0.190 -0.3 0.3 0.0
C -1.239 4.969 -2.383 0.1 -0.1 0.0
C 0.926 1.006 5.543 -0.1 -0.1 -0.2
H 0.607 -4.125 -5.236 0.0 0.0 0.0
H -0.554 2.559 5.752 0.0 0.0 0.0
C -1.362 2.183 -1.426 0.1 0.0 0.0
H 0.403 -1.018 6.101 0.0 -0.1 0.0
C -1.010 -5.088 -2.439 0.1 0.0 -0.2
H 2.800 1.466 4.531 0.0 0.0 0.0
H -1.425 -4.717 -1.507 -0.1 -0.1 0.0
N -5.030 0.063 -0.626 -0.1 0.0 0.0
H 2.071 6.650 -3.126 0.0 0.0 0.0
C -0.060 -6.114 -4.753 0.0 0.1 0.1
C 0.917 0.737 -1.076 -0.1 0.4 -0.1
H -2.018 6.872 -2.999 0.0 0.0 0.0
C -0.085 4.211 -2.184 0.0 0.3 -0.1
H -1.090 0.988 6.353 0.0 0.0 0.0
C -3.912 0.710 -0.916 0.1 0.0 0.0
H 1.369 1.191 6.524 0.0 0.0 0.0
H -2.289 2.715 -1.557 0.0 0.0 0.0
H -4.044 1.692 -1.351 0.1 0.0 0.0
C 1.005 2.040 -1.542 -0.1 0.0 0.0
C 0.108 -4.759 -4.516 0.0 0.0 0.1
N 0.031 6.863 -3.099 0.0 0.1 0.0
N -0.259 0.182 -0.770 0.1 0.7 -0.3
N 0.398 -1.558 2.000 0.0 -0.2 0.1
C -0.148 2.806 -1.711 0.0 -0.2 0.1
N -0.732 -1.287 3.823 0.0 0.1 0.1
C -1.129 6.274 -2.837 0.0 0.0 0.0
H 1.367 1.571 3.485 0.0 0.0 0.0
N 4.474 -0.455 -1.003 0.1 0.0 0.0
C 4.265 -1.700 -0.597 0.0 0.1 0.0
C 1.129 4.840 -2.456 -0.1 -0.1 0.1
H 1.686 2.826 4.674 0.0 0.0 0.0
```
Positions in Å, forces in eV/Å.

Summary:
Net charge   +1
HOMO level   -9.622 eV

Atomic partial charges in e from the natural (NBO) method, atoms 1 to 6:
1. H 0.212
2. H 0.224
3. H 0.222
4. N -0.427
5. C 0.043
6. C -0.614

# 2
Formula: C2H4O2
Source: the Open Molecules 2025 dataset
Level of theory: the ωB97M-V functional and the def2-TZVPD basis

Geometry as XYZ:
```
8
Properties=species:S:1:pos:R:3:forces:R:3
H -3.832 -7.374 2.809 0.3 -0.2 -0.3
H -7.139 -6.291 1.246 -0.1 0.5 0.2
C -6.641 -5.433 1.757 0.5 0.3 1.8
O -3.012 -6.078 1.511 0.0 -0.9 0.0
H -3.515 -8.004 1.044 0.3 0.3 0.2
O -6.985 -5.007 2.850 0.1 -0.7 -1.9
C -3.412 -7.183 1.793 -0.6 0.8 0.0
H -5.696 -5.054 1.299 -0.5 0.0 -0.1
```
Positions in Å, forces in eV/Å.

Summary:
SMILES   C=O.C=O
HOMO level   -10.294 eV

Atomic partial charges in e from the natural (NBO) method, atoms 1 to 6:
1. H 0.114
2. H 0.111
3. C 0.257
4. O -0.493
5. H 0.113
6. O -0.493

# 3
Formula: C20H36BeCl3F7MgN2NaO12P
Source: the Open Molecules 2025 dataset
Level of theory: the ωB97M-V functional and the def2-TZVPD basis

Geometry as XYZ:
```
84
Properties=species:S:1:pos:R:3:forces:R:3
C 4.522 0.627 -2.001 1.2 -0.7 2.0
C 6.482 -1.566 0.408 2.0 0.2 -0.7
H -5.949 -1.669 -5.216 -0.1 0.0 0.2
F 1.901 1.021 1.919 2.5 -7.8 1.0
C 1.937 5.111 4.958 0.1 0.0 -0.5
H 4.899 0.855 1.643 -1.1 -1.4 -3.1
H -2.676 3.029 1.916 0.2 -0.2 0.0
C -2.849 2.452 2.830 -0.2 0.1 -0.2
O -3.966 -7.101 -4.903 -0.9 -1.1 -0.3
H -4.555 3.975 5.373 0.1 -0.1 -0.2
O 1.729 0.503 -2.413 4.6 3.0 -4.0
C -0.334 -1.503 3.788 -1.4 0.6 1.2
O 3.941 1.504 -3.044 -4.9 -2.5 0.1
C 2.156 5.646 6.363 0.0 0.0 -0.1
H -6.080 -4.281 -3.317 -0.2 0.1 0.1
H 3.045 1.211 -0.242 2.4 -0.2 -0.5
O -3.270 -5.490 -3.606 0.0 0.0 0.8
H -3.146 1.436 2.554 0.2 0.0 -0.1
H -5.973 -1.231 -2.769 0.1 -0.1 0.0
H 1.384 0.799 -5.264 0.8 1.8 1.3
H -1.191 -1.869 3.218 0.4 0.0 0.0
Cl -0.387 0.263 3.837 -1.0 -4.8 4.4
O -5.339 -3.663 -5.143 -0.1 0.7 0.0
H -3.822 -0.814 -4.097 -0.1 -0.1 -0.1
C -3.660 3.532 4.926 0.2 0.0 -0.1
H 2.606 -4.062 -0.677 2.0 1.7 0.1
O 6.356 -0.093 0.370 -1.6 -5.5 -1.9
C -4.204 -1.821 -3.886 -0.2 -0.2 0.0
Mg 3.275 0.425 3.140 0.6 1.2 0.1
C -5.035 -2.265 -5.112 0.3 -0.2 -0.1
C -5.164 3.200 2.992 0.8 -0.3 -0.1
H -4.463 -1.152 -1.845 -0.1 -0.1 -0.2
Cl 1.153 -2.073 3.021 0.5 -0.1 0.1
Be 6.477 -2.528 -2.160 0.6 -0.1 -0.5
C -5.014 -1.732 -2.597 0.0 0.2 0.3
C 4.197 1.164 -0.456 0.5 -0.5 -1.4
H -5.905 3.682 3.650 0.1 0.0 0.1
O -2.320 -6.080 -5.480 1.1 0.1 -1.1
C 3.541 -3.349 -0.527 -0.4 -0.2 -0.2
H 2.743 5.421 4.285 -0.1 0.0 0.1
Cl 6.170 1.158 2.339 3.1 3.3 7.3
H -6.872 -4.956 -4.739 0.1 0.1 -0.1
H 4.327 -3.933 0.115 -1.4 1.4 -1.3
O 3.199 6.340 6.520 -0.8 -0.4 0.6
C 3.063 -1.909 0.168 -0.4 -2.0 0.3
H -3.338 2.682 5.535 0.0 0.2 0.2
F 4.142 -3.141 -1.897 -1.6 -0.2 2.9
O 7.317 -2.354 -0.304 -5.7 4.9 4.6
C -3.190 -6.185 -4.607 -0.2 0.5 0.6
C 4.917 0.195 0.653 -4.3 -0.7 -2.9
P 0.976 2.269 2.037 -3.5 6.8 -1.4
H 4.194 -0.511 -2.123 0.6 2.5 0.0
F 0.041 2.763 0.892 -0.2 2.9 -4.4
H 2.644 2.272 -5.277 -1.7 -1.3 1.1
H -0.378 -1.889 4.809 0.2 -0.1 -0.3
H -5.214 -2.711 -2.151 0.1 0.1 -0.2
F 1.037 2.099 3.584 2.6 -3.2 4.2
C 4.217 -1.216 1.103 1.6 1.6 -1.9
N -3.924 3.070 3.580 -1.4 0.2 -0.5
H 0.971 2.515 -4.419 1.7 -1.9 -0.3
F 2.186 2.721 1.166 2.7 3.2 -1.8
H -2.456 -2.683 -4.495 -0.2 0.0 0.1
Na 0.390 -1.122 -1.870 -0.3 0.1 -0.2
H 3.651 -1.045 2.115 1.0 -1.1 -0.9
H -3.407 -3.671 -3.655 0.2 0.5 0.2
H 0.990 5.488 4.560 0.1 -0.2 0.1
H -1.932 2.420 3.424 -0.4 0.2 0.0
C 2.512 1.178 -3.263 -1.6 -1.0 1.9
H 4.605 2.285 -0.419 -0.8 -2.6 0.3
F 0.929 3.712 2.622 -0.9 4.1 -1.3
C -6.434 -4.046 -4.321 0.2 -0.3 -0.1
H -4.436 -2.077 -6.011 0.0 -0.1 0.1
O 1.262 5.327 7.196 0.9 0.5 -0.1
N -3.053 -2.708 -3.666 0.2 0.2 -0.3
H 2.591 -1.209 -0.643 1.5 -0.9 1.5
H -2.866 4.283 4.893 -0.1 -0.1 0.3
H 2.166 -2.214 0.893 2.0 0.6 -1.7
H 1.905 4.018 4.978 -0.1 0.1 0.1
F -0.242 1.296 2.034 -1.3 -1.8 -1.3
O 5.453 -1.970 1.421 0.0 0.0 -3.2
O -5.455 2.832 1.861 0.4 0.1 0.7
C 1.805 1.716 -4.672 1.4 0.7 0.7
H 5.706 0.668 -2.116 -2.7 0.0 -0.1
H -7.209 -3.274 -4.284 0.1 0.0 0.0
```
Positions in Å, forces in eV/Å.

Summary:
HOMO level   -6.298 eV

Atomic partial charges in e from the Löwdin method, atoms 1 to 6:
1. C -0.161
2. C -0.240
3. H 0.120
4. F -0.191
5. C -0.062
6. H -0.255

# 4
Formula: C12H17O7RuS
Source: the Open Molecules 2025 dataset
Level of theory: the ωB97M-V functional and the def2-TZVPD basis

Geometry as XYZ:
```
38
Properties=species:S:1:pos:R:3:forces:R:3
O -1.871 3.063 0.034 0.8 0.6 0.1
H 4.827 1.248 0.928 0.1 -0.1 0.0
O -0.236 1.660 -0.546 4.3 -1.7 0.7
O -2.992 0.757 2.590 0.4 0.2 1.0
C -2.529 0.901 -0.764 1.4 1.3 -0.1
C -2.841 -0.081 0.360 0.6 -0.1 1.8
H -3.082 -2.923 -1.540 -0.1 0.0 0.0
C 4.302 2.184 0.764 -0.6 -0.5 -0.2
O 3.111 -2.348 0.095 -1.2 0.6 0.5
C -3.344 -1.913 -1.225 0.3 -0.2 0.1
H 3.256 -0.706 -1.168 0.3 -0.3 0.1
O -1.242 -0.992 -1.091 1.7 -0.3 0.5
Ru 0.574 -0.210 0.345 -1.3 0.7 0.5
H -3.391 1.491 -1.073 0.0 -0.2 0.0
H 2.934 0.672 2.742 0.0 0.0 0.1
H 3.860 -2.269 -1.804 0.0 0.1 0.1
H -1.366 0.416 -2.611 0.0 -0.1 0.2
H -4.349 -1.921 -0.811 0.0 0.0 0.1
C -1.420 2.011 -0.354 -4.8 -1.3 -0.3
C 3.793 -1.636 -0.918 0.2 0.6 -0.7
C 2.215 1.439 2.461 -0.2 0.1 -0.2
O -0.994 0.040 1.925 4.6 -0.5 -0.2
H 4.549 2.897 1.544 -0.1 0.1 0.1
C -2.204 0.303 1.798 -3.9 -0.2 -3.1
C -1.992 -0.045 -1.845 -0.8 0.9 -0.7
C 1.951 -1.848 0.527 -0.9 -0.6 0.5
C -3.164 -0.902 -2.373 0.4 0.0 -0.1
H 4.574 2.598 -0.201 0.0 0.0 -0.1
O 1.328 -2.415 1.414 0.2 1.6 -1.2
H 4.796 -1.410 -0.551 -0.1 0.0 -0.1
S 2.487 1.938 0.733 -0.2 -0.4 0.1
C -2.295 -1.397 -0.222 -1.3 -0.5 0.5
H -3.909 -0.130 0.570 0.1 -0.1 -0.1
H 1.193 1.040 2.534 0.2 0.2 0.2
H -1.916 -2.128 0.495 -0.1 0.1 -0.1
H 2.306 2.312 3.099 0.0 0.0 0.1
H -2.870 -1.400 -3.296 -0.1 0.0 0.0
H -4.050 -0.299 -2.564 0.1 0.0 0.0
```
Positions in Å, forces in eV/Å.

Summary:
HOMO level (alpha / beta)   -8.435 / -8.446 eV
Multiplicity   2

Atomic partial charges in e from the natural (NBO) method, atoms 1 to 6:
1. O -0.601
2. H 0.217
3. O -0.736
4. O -0.614
5. C -0.371
6. C -0.362

# 5
Formula: C9H14O
Source: the Open Molecules 2025 dataset
Level of theory: the ωB97M-V functional and the def2-TZVPD basis

Geometry as XYZ:
```
24
Properties=species:S:1:pos:R:3:forces:R:3
H -0.438 0.012 -3.697 -0.9 -0.1 0.3
H -0.219 -1.818 1.820 1.5 -0.5 -1.8
H 0.433 2.771 -1.798 0.5 -0.4 0.0
C 0.260 2.076 0.238 -4.0 -4.7 -1.7
H 0.434 -3.291 1.055 1.3 1.3 0.9
C 1.895 -1.700 1.953 1.8 -0.1 -0.6
C -0.678 0.969 -3.202 -0.7 -0.5 -2.3
C -1.241 0.013 0.455 0.8 0.5 -1.6
H 0.677 -1.912 0.116 -0.3 0.9 0.4
C -0.697 0.903 -1.734 2.9 1.3 0.2
C 0.139 1.944 -1.158 -1.8 -0.6 2.1
H 1.811 -0.658 2.298 -0.7 -0.7 0.8
C -0.585 1.087 0.988 0.4 1.9 1.7
C -1.216 -0.105 -0.978 -1.4 -0.9 2.3
H 0.804 2.838 0.625 1.3 2.0 1.6
H -1.682 -0.712 1.174 0.0 0.7 -1.2
H 2.792 -1.507 1.355 0.0 -0.7 -0.6
C 0.701 -2.171 1.177 -3.0 -1.5 0.7
H -1.177 0.459 2.834 0.7 2.0 -1.4
H 2.230 -2.488 2.644 -0.3 0.9 0.5
H -1.648 1.400 -3.543 0.6 -0.6 -0.2
O -0.922 1.328 2.365 0.9 -1.4 -0.1
H -1.788 -0.992 -1.293 0.5 0.6 -0.8
H 0.113 1.554 -3.695 -0.2 0.5 0.9
```
Positions in Å, forces in eV/Å.

Summary:
SMILES   Cc1ccc(O)cc1.CC
HOMO level   -8.339 eV

Atomic partial charges in e from the natural (NBO) method, atoms 1 to 6:
1. H 0.220
2. H 0.184
3. H 0.212
4. C -0.236
5. H 0.207
6. C -0.643

Which max |F| belongs to each record? In order, 1.7; 2.0; 8.8; 5.0; 6.4 eV Å⁻¹.
Which energy belongs to each record? In order, -129630.5248; -6231.8172; -124995.3544; -40465.4515; -11605.2252 eV.